{
  "formula": "C28H93N7O15",
  "method": "ωB97M-V/def2-TZVPD",
  "species": ["C", "C", "C", "O", "C", "N", "H", "H", "H", "H", "H", "H", "H", "H", "H", "H", "H", "C", "C", "C", "O", "C", "N", "H", "H", "H", "H", "H", "H", "H", "H", "H", "H", "H", "C", "C", "C", "O", "C", "N", "H", "H", "H", "H", "H", "H", "H", "H", "H", "H", "H", "C", "C", "C", "O", "C", "N", "H", "H", "H", "H", "H", "H", "H", "H", "H", "H", "H", "C", "C", "C", "O", "C", "N", "H", "H", "H", "H", "H", "H", "H", "H", "H", "H", "H", "C", "C", "C", "O", "C", "N", "H", "H", "H", "H", "H", "H", "H", "H", "H", "H", "H", "C", "C", "C", "O", "C", "N", "H", "H", "H", "H", "H", "H", "H", "H", "H", "H", "H", "O", "H", "H", "O", "H", "H", "O", "H", "H", "O", "H", "H", "O", "H", "H", "O", "H", "H", "O", "H", "H", "O", "H", "H"],
  "xyz": [[-2.379, 0.861, 6.860], [-1.288, 0.037, 6.195], [-0.552, 1.018, 5.232], [-1.479, 1.604, 4.299], [-0.694, 2.077, 3.224], [-0.427, -0.456, 7.264], [-2.917, 1.438, 6.108], [-2.100, 1.615, 7.597], [-3.061, 0.159, 7.340], [-1.675, -0.825, 5.653], [0.274, 0.480, 4.767], [-0.114, 1.885, 5.727], [-0.201, 3.029, 3.417], [-1.380, 2.441, 2.459], [-0.055, 1.315, 2.777], [-0.927, -0.452, 8.142], [0.280, 0.220, 7.514], [-3.339, -2.118, 2.082], [-4.357, -1.200, 2.709], [-4.881, -1.735, 4.134], [-5.333, -3.136, 4.081], [-5.553, -3.643, 5.410], [-3.834, 0.135, 2.787], [-2.391, -2.071, 2.619], [-3.339, -1.803, 1.039], [-3.701, -3.146, 2.069], [-5.276, -1.116, 2.128], [-5.712, -1.081, 4.397], [-4.074, -1.536, 4.839], [-6.204, -2.961, 5.957], [-4.656, -3.722, 6.023], [-6.138, -4.562, 5.398], [-3.052, 0.132, 3.427], [-3.498, 0.503, 1.909], [-0.215, -5.980, -6.850], [0.141, -4.697, -6.088], [-0.069, -4.762, -4.570], [-1.471, -4.567, -4.331], [-1.753, -4.826, -2.971], [1.618, -4.600, -6.300], [-1.273, -6.214, -6.736], [0.251, -6.870, -6.427], [0.071, -5.809, -7.888], [-0.318, -3.826, -6.555], [0.543, -3.937, -4.203], [0.435, -5.616, -4.118], [-2.794, -4.620, -2.725], [-1.269, -4.040, -2.391], [-1.444, -5.807, -2.608], [2.021, -5.444, -5.918], [1.947, -3.802, -5.775], [4.132, 1.952, 6.193], [3.406, 1.151, 5.164], [2.937, 2.009, 3.927], [2.307, 1.210, 2.962], [2.332, 1.704, 1.678], [4.329, 0.064, 4.816], [3.634, 2.891, 6.438], [5.159, 2.208, 5.932], [4.290, 1.365, 7.097], [2.465, 0.845, 5.622], [3.802, 2.455, 3.436], [2.304, 2.858, 4.182], [1.949, 0.946, 0.994], [3.316, 1.989, 1.306], [1.673, 2.572, 1.649], [5.140, 0.492, 4.391], [3.811, -0.436, 4.108], [6.496, -2.197, 2.780], [5.608, -3.382, 2.509], [4.238, -3.073, 1.958], [3.458, -2.372, 2.937], [2.146, -2.055, 2.516], [6.332, -4.245, 1.610], [7.254, -2.405, 3.535], [5.943, -1.340, 3.164], [7.040, -1.839, 1.906], [5.463, -4.042, 3.364], [3.753, -3.998, 1.647], [4.366, -2.494, 1.043], [1.560, -1.672, 3.352], [1.615, -2.859, 2.007], [2.128, -1.213, 1.824], [5.904, -5.156, 1.697], [6.322, -3.948, 0.644], [-3.508, 1.144, -5.181], [-2.309, 0.718, -6.010], [-2.720, -0.078, -7.185], [-3.474, -1.248, -6.923], [-2.761, -2.424, -6.836], [-1.695, 1.937, -6.485], [-4.119, 1.850, -5.743], [-3.139, 1.702, -4.320], [-4.138, 0.299, -4.902], [-1.599, 0.170, -5.390], [-1.881, -0.241, -7.861], [-3.402, 0.562, -7.746], [-1.872, -2.320, -6.215], [-2.444, -2.711, -7.839], [-3.384, -3.260, -6.517], [-2.439, 2.353, -7.027], [-1.529, 2.572, -5.716], [-0.349, 2.941, -1.133], [0.198, 1.642, -1.720], [-0.952, 0.631, -2.000], [-1.424, 0.106, -0.777], [-0.746, -0.955, -0.220], [1.020, 1.929, -2.992], [-0.567, 2.747, -0.083], [-1.235, 3.397, -1.576], [0.429, 3.701, -1.064], [0.889, 1.293, -0.953], [-0.806, -0.121, -2.775], [-1.766, 1.109, -2.544], [-1.130, -1.208, 0.769], [0.319, -0.804, -0.047], [-0.820, -1.836, -0.858], [1.719, 2.624, -2.772], [0.348, 2.425, -3.560], [-1.651, 6.635, -0.504], [-1.935, 5.857, -0.025], [-2.462, 7.098, -0.712], [1.654, -0.017, -4.915], [1.423, 0.474, -4.127], [1.551, 0.612, -5.629], [2.299, 4.983, 0.861], [2.384, 5.166, -0.074], [1.920, 5.781, 1.229], [0.000, 6.185, -2.629], [-0.287, 6.998, -3.044], [-0.543, 6.112, -1.844], [-3.113, 1.859, 0.381], [-3.442, 2.422, -0.320], [-2.616, 1.178, -0.072], [2.498, 5.655, -1.795], [1.715, 5.980, -2.239], [2.890, 6.434, -1.399], [-0.909, 3.781, -4.139], [-1.772, 4.078, -3.851], [-0.318, 4.496, -3.902], [4.698, 3.948, -2.067], [4.412, 3.296, -2.706], [3.893, 4.390, -1.797]],
  "homo_lumo_gap_ev": [7.941, 2.707],
  "homo_energy_ha": [-0.389, -0.389],
  "multiplicity": 2,
  "e_lumo_ev": [-2.64, -7.87],
  "energy_ha": -2633.97413,
  "de_lowest_kj_mol": 0.0,
  "total_charge": 1
}